Record 1
Below is a 13-piece molecular cluster, C34H94O17S9 overall in a non-equilibrium geometry, with properties calculated with ωB97M-V/def2-TZVPD.

Computed properties:
DFT total energy ... -169092.59308 eV

Last columns: bonded neighbours and bond lengths (Å).
Element x y z (Å)
1 C 3.7061 1.4301 1.2292  S2 1.751, H5 1.059, H6 1.092, H7 1.073
2 S 3.8705 3.0465 0.5758  C1 1.751, O3 1.461, C4 1.848
3 O 3.9601 3.9395 1.7286  S2 1.461
4 C 5.6038 2.9328 -0.0540  S2 1.848, H8 1.112, H9 1.071, H10 1.110
5 H 3.9041 0.6765 0.5119  C1 1.059
6 H 2.7001 1.3057 1.6359  C1 1.092
7 H 4.3431 1.3818 2.0913  C1 1.073
8 H 6.2837 2.3208 0.5785  C4 1.112
9 H 5.9208 3.9012 -0.3827  C4 1.071
10 H 5.4239 2.3004 -0.9488  C4 1.110
11 C 1.7085 4.5937 3.8320  S12 1.783, H15 1.127, H16 1.059, H17 1.057
12 S 0.0077 4.9456 3.4280  C11 1.783, O13 1.483, C14 1.821
13 O -0.1612 4.6263 1.9900  S12 1.483
14 C -0.7825 3.5351 4.2669  S12 1.821, H18 1.088, H19 1.102, H20 1.124
15 H 1.8740 3.4910 3.6652  C11 1.127
16 H 1.8284 4.9124 4.8347  C11 1.059
17 H 2.3250 5.1550 3.1824  C11 1.057
18 H -0.2403 2.7178 3.7954  C14 1.088
19 H -1.8278 3.5024 3.9190  C14 1.102
20 H -0.6543 3.5427 5.3839  C14 1.124
21 C 0.2084 3.2464 -3.8089  S22 1.805, H25 1.095, H26 1.122, H27 1.091
22 S -1.2442 2.2090 -4.0767  C21 1.805, O23 1.521, C24 1.826
23 O -0.8974 0.8010 -3.6163  S22 1.521
24 C -2.3454 2.9595 -2.8286  S22 1.826, H28 1.119, H29 1.113, H30 1.101
25 H -0.1987 4.2583 -3.7124  C21 1.095
26 H 0.8415 3.2421 -4.7349  C21 1.122
27 H 0.7135 3.0067 -2.8722  C21 1.091
28 H -1.8396 3.0818 -1.8379  C24 1.119
29 H -3.1467 2.1989 -2.6984  C24 1.113
30 H -2.6846 3.9638 -3.1253  C24 1.101
31 C 1.4873 -0.9749 -2.0294  S32 1.783, H35 1.126, H36 1.125, H37 1.086
32 S 2.4647 0.5153 -2.0691  C31 1.783, O33 1.458, C34 1.814
33 O 3.8334 0.1785 -1.6976  S32 1.458
34 C 2.5245 0.7823 -3.8627  S32 1.814, H38 1.067, H39 1.077, H40 1.062
35 H 1.9736 -1.8522 -2.5415  C31 1.126
36 H 0.5027 -0.7569 -2.5276  C31 1.125
37 H 1.3913 -1.0885 -0.9532  C31 1.086
38 H 3.1154 -0.0007 -4.2823  C34 1.067
39 H 3.0980 1.6834 -3.9999  C34 1.077
40 H 1.5988 0.8807 -4.3746  C34 1.062
41 C -1.6296 0.0978 0.0458  S42 1.740, H45 1.125, H46 1.094, H47 1.145
42 S -0.3836 0.8203 1.0221  C41 1.740, O43 1.510, C44 1.794
43 O 0.8887 0.0319 0.8230  S42 1.510
44 C -0.0800 2.3349 0.1092  S42 1.794, H48 1.061, H49 1.103, H50 1.064
45 H -2.1576 -0.6266 0.7253  C41 1.125
46 H -1.2069 -0.3249 -0.8700  C41 1.094
47 H -2.4345 0.8939 -0.1261  C41 1.145
48 H 0.6479 2.9334 0.5976  C44 1.061
49 H -1.0394 2.8793 0.1214  C44 1.103
50 H 0.3068 2.1477 -0.8641  C44 1.064
51 C -3.8485 -1.4508 -2.1480  S52 1.724, H55 1.099, H56 1.082, H57 1.047
52 S -4.8185 -0.7201 -0.9240  C51 1.724, O53 1.516, C54 1.840
53 O -4.8655 0.7807 -1.1361  S52 1.516
54 C -6.4137 -1.3441 -1.5954  S52 1.840, H58 1.094, H59 1.098, H60 1.085
55 H -4.0376 -0.9150 -3.0891  C51 1.099
56 H -4.0320 -2.5170 -2.1812  C51 1.082
57 H -2.8172 -1.2924 -2.0638  C51 1.047
58 H -7.1393 -0.6760 -1.1226  C54 1.094
59 H -6.5747 -2.3966 -1.3282  C54 1.098
60 H -6.3833 -1.0986 -2.6520  C54 1.085
61 C -0.5188 -0.8787 4.1875  S62 1.761, H65 1.077, H66 1.098, H67 1.122
62 S -1.7193 -2.1172 3.8310  C61 1.761, O63 1.496, C64 1.845
63 O -2.6565 -1.5322 2.8220  S62 1.496
64 C -0.5738 -3.2821 2.9734  S62 1.845, H68 1.073, H69 1.167, H70 1.053
65 H 0.0341 -0.7896 3.2679  C61 1.077
66 H 0.1335 -1.1338 5.0338  C61 1.098
67 H -1.1699 -0.0103 4.4704  C61 1.122
68 H 0.1288 -2.6995 2.4102  C64 1.073
69 H -1.1709 -4.1436 2.4610  C64 1.167
70 H -0.1602 -3.7583 3.8169  C64 1.053
71 C 3.9555 -3.2939 -0.7495  S72 1.803, H75 1.105, H76 1.125, H77 1.095
72 S 4.4462 -3.8430 0.8959  C71 1.803, O73 1.484, C74 1.754
73 O 4.6882 -5.2946 0.7084  S72 1.484
74 C 2.8982 -3.6341 1.6929  S72 1.754, H78 1.120, H79 1.087, H80 1.072
75 H 4.8248 -2.7594 -1.1730  C71 1.105
76 H 3.0842 -2.5898 -0.6483  C71 1.125
77 H 3.8444 -4.2436 -1.2841  C71 1.095
78 H 2.6470 -2.5489 1.5783  C74 1.120
79 H 3.0890 -3.8107 2.7479  C74 1.087
80 H 2.1717 -4.2700 1.2267  C74 1.072
81 C 1.2076 5.2899 -0.5216  S82 1.839, H85 1.058, H86 1.037, H87 1.102
82 S 0.9743 6.7258 -1.6472  C81 1.839, O83 1.508, C84 1.812
83 O 0.3562 6.2919 -2.9528  S82 1.508
84 C -0.2442 7.5630 -0.5991  S82 1.812, H88 1.072, H89 1.098, H90 1.130
85 H 1.8108 4.6000 -1.0506  C81 1.058
86 H 0.3028 4.8448 -0.2793  C81 1.037
87 H 1.6771 5.6523 0.4069  C81 1.102
88 H 0.3071 8.2468 0.0159  C84 1.072
89 H -0.7932 6.8624 0.0447  C84 1.098
90 H -0.9429 8.0641 -1.3324  C84 1.130
91 C 3.2829 -4.0947 -5.4883  O92 1.389, H97 1.121, H98 1.056, H99 1.074
92 O 2.7582 -2.8087 -5.4831  C91 1.389, C93 1.420
93 C 1.9160 -2.6808 -6.6195  O92 1.420, C94 1.529, H100 1.137, H101 1.100
94 C 0.5068 -3.1556 -6.2650  C93 1.529, O95 1.460, H102 1.158, H103 1.114
95 O -0.1881 -2.0514 -5.6105  C94 1.460, C96 1.441
96 C -1.5708 -2.1421 -5.2154  O95 1.441, H104 1.081, H105 1.108, H106 1.064
97 H 3.8537 -4.3205 -6.4264  C91 1.121
98 H 2.5811 -4.8795 -5.4073  C91 1.056
99 H 3.9482 -3.9804 -4.6532  C91 1.074
100 H 2.2709 -3.3955 -7.4301  C93 1.137
101 H 1.8184 -1.6326 -6.9385  C93 1.100
102 H 0.5277 -4.0304 -5.5061  C94 1.158
103 H -0.0633 -3.5108 -7.1534  C94 1.114
104 H -2.1182 -2.3362 -6.1269  C96 1.081
105 H -1.8631 -1.1964 -4.7173  C96 1.108
106 H -1.7564 -2.8906 -4.4828  C96 1.064
107 C -3.9875 -6.1540 -1.6075  O108 1.410, H113 1.075, H114 1.131, H115 1.076
108 O -2.8270 -6.9323 -1.4178  C107 1.410, C109 1.415
109 C -1.7743 -6.2877 -0.7271  O108 1.415, C110 1.501, H116 1.081, H117 1.103
110 C -0.7729 -5.6946 -1.6748  C109 1.501, O111 1.417, H118 1.140, H119 1.155
111 O -1.3318 -4.4340 -1.9995  C110 1.417, C112 1.357
112 C -0.3747 -3.4932 -2.2024  O111 1.357, H120 1.088, H121 1.113, H122 1.073
113 H -4.1341 -5.5902 -0.7043  C107 1.075
114 H -4.8263 -6.8875 -1.7996  C107 1.131
115 H -3.8273 -5.4934 -2.4415  C107 1.076
116 H -1.3068 -7.1207 -0.2203  C109 1.081
117 H -2.2155 -5.6252 0.0369  C109 1.103
118 H -0.5438 -6.2612 -2.6371  C110 1.140
119 H 0.2590 -5.6028 -1.1636  C110 1.155
120 H -0.8014 -2.4932 -2.1671  C112 1.088
121 H 0.2181 -3.5943 -3.1395  C112 1.113
122 H 0.2920 -3.5525 -1.3643  C112 1.073
123 C 2.8027 -4.4499 5.4031  O124 1.424, H129 1.162, H130 1.071, H131 1.062
124 O 2.4290 -3.0773 5.4644  C123 1.424, C125 1.460
125 C 3.5711 -2.1865 5.2796  O124 1.460, C126 1.572, H132 1.078, H133 1.052
126 C 3.4723 -1.0726 6.3840  C125 1.572, O127 1.404, H134 1.147, H135 1.123
127 O 2.1497 -0.6214 6.5146  C126 1.404, C128 1.425
128 C 2.1546 0.4437 7.4616  O127 1.425, H136 1.091, H137 1.143, H138 1.081
129 H 3.5655 -4.7284 6.2338  C123 1.162
130 H 3.3107 -4.6553 4.4827  C123 1.071
131 H 1.9418 -5.0497 5.5692  C123 1.062
132 H 3.4305 -1.8078 4.2806  C125 1.078
133 H 4.4809 -2.7142 5.3068  C125 1.052
134 H 4.1709 -0.2249 6.0545  C126 1.147
135 H 3.9090 -1.4490 7.3474  C126 1.123
136 H 1.1469 0.8067 7.6671  C128 1.091
137 H 2.8720 1.2394 7.0631  C128 1.143
138 H 2.4935 0.0986 8.4284  C128 1.081
139 C -5.4277 5.6077 -0.4520  O140 1.451, H145 1.076, H146 1.099, H147 1.123
140 O -3.9985 5.3837 -0.3425  C139 1.451, C141 1.463
141 C -3.5613 4.8806 0.9594  O140 1.463, C142 1.502, H148 1.122, H149 1.082
142 C -4.1781 3.5511 1.2864  C141 1.502, O143 1.432, H150 1.081, H151 1.088
143 O -3.7754 3.2543 2.6282  C142 1.432, C144 1.384
144 C -4.3671 2.1633 3.2397  O143 1.384, H152 1.106, H153 1.100, H154 1.073
145 H -5.7136 6.5732 -0.0735  C139 1.076
146 H -6.1076 4.8294 -0.0767  C139 1.099
147 H -5.5412 5.5032 -1.5645  C139 1.123
148 H -3.8488 5.5996 1.7716  C141 1.122
149 H -2.4816 4.9432 0.9362  C141 1.082
150 H -3.7748 2.7743 0.6523  C142 1.081
151 H -5.2641 3.5192 1.2371  C142 1.088
152 H -4.3589 1.2711 2.5857  C144 1.106
153 H -5.3996 2.3546 3.5663  C144 1.100
154 H -3.8568 1.9053 4.1476  C144 1.073

Atomic partial charges in e from the Löwdin method, atoms 1 to 8: number 1, C, carries -0.2743; number 2, S, carries 0.7870; number 3, O, carries -0.5499; number 4, C, carries -0.2187; number 5, H, carries 0.0176; number 6, H, carries 0.0324; number 7, H, carries 0.0557; number 8, H, carries 0.0709

Record 2
Below is a 4-piece molecular cluster, C36H68FN2O8S overall in a non-equilibrium geometry, with properties calculated with ωB97M-V/def2-TZVPD.

Computed properties:
Net charge ... +1
DFT total energy ... -71339.07836 eV

Last columns: bonded neighbours and bond lengths (Å).
Element x y z (Å)
1 C 3.3034 -4.8449 1.1245  C2 1.543, H31 1.087, H32 1.094, H33 1.095
2 C 3.3400 -4.0503 -0.1979  C1 1.543, C3 1.551, H34 1.095, H35 1.090
3 C 1.9222 -3.5115 -0.5230  C2 1.551, C4 1.548, H36 1.093, H37 1.096
4 C 1.7833 -3.3272 -2.0540  C3 1.548, C5 1.560, H38 1.094, H39 1.094
5 C 0.4538 -2.5784 -2.3793  C4 1.560, C6 1.548, H40 1.094, H41 1.096
6 C -0.5797 -3.5110 -3.0555  C5 1.548, C7 1.546, H42 1.095, H43 1.093
7 C -1.9647 -3.5187 -2.3679  C6 1.546, C8 1.547, H44 1.093, H45 1.095
8 C -1.8051 -3.9729 -0.8979  C7 1.547, C9 1.552, H46 1.094, H47 1.097
9 C -3.1421 -4.5861 -0.4023  C8 1.552, C10 1.562, H48 1.097, H49 1.092
10 C -2.9636 -5.6708 0.7075  C9 1.562, C11 1.552, H50 1.090, H51 1.093
11 C -3.6133 -5.2460 2.0517  C10 1.552, C12 1.542, H52 1.094, H53 1.094
12 C -2.5804 -5.1218 3.1900  C11 1.542, C13 1.547, H54 1.092, H55 1.093
13 C -2.1522 -3.6569 3.4428  C12 1.547, C14 1.542, H56 1.100, H57 1.101
14 C -0.7982 -3.5473 4.1721  C13 1.542, C15 1.549, H58 1.093, H59 1.098
15 C 0.4037 -3.3728 3.2108  C14 1.549, C16 1.538, H60 1.096, H61 1.091
16 C 0.2642 -2.0201 2.4928  C15 1.538, C17 1.540, H62 1.097, H63 1.099
17 C 1.5880 -1.3538 2.0754  C16 1.540, C18 1.546, H64 1.097, H65 1.092
18 C 1.2634 -0.2884 1.0025  C17 1.546, C19 1.550, H66 1.092, H67 1.099
19 C 0.3742 0.8598 1.5437  C18 1.550, C20 1.556, H68 1.092, H69 1.089
20 C -0.5693 1.3455 0.4060  C19 1.556, C21 1.505, H70 1.092, H71 1.096
21 C -2.0328 1.1409 0.6929  C20 1.505, C22 1.401, C26 1.375
22 C -2.4836 0.1913 1.6185  C21 1.401, N23 1.310, H72 1.084
23 N -3.7725 0.0804 1.8228  C22 1.310, N24 1.310, H73 1.021
24 N -4.7385 0.7771 1.2768  N23 1.310, C25 1.303
25 C -4.3457 1.6589 0.4011  N24 1.303, C26 1.398, H74 1.086
26 C -3.0082 1.8717 0.0559  C21 1.375, C25 1.398, S27 1.777
27 S -2.5919 3.0643 -1.1935  C26 1.777, O28 1.414, O29 1.414, F30 1.538
28 O -1.7419 2.3979 -2.1065  S27 1.414
29 O -3.7755 3.5100 -1.8263  S27 1.414
30 F -1.8070 4.2219 -0.5545  S27 1.538
31 H 4.1738 -5.4933 1.1806  C1 1.087
32 H 3.2380 -4.1740 1.9867  C1 1.094
33 H 2.4004 -5.4648 1.1143  C1 1.095
34 H 4.0710 -3.2359 -0.1535  C2 1.095
35 H 3.6151 -4.6896 -1.0369  C2 1.090
36 H 1.1864 -4.2302 -0.1516  C3 1.093
37 H 1.7399 -2.5235 -0.0853  C3 1.096
38 H 2.6554 -2.8047 -2.4574  C4 1.094
39 H 1.7926 -4.3348 -2.4796  C4 1.094
40 H 0.6595 -1.7068 -3.0072  C5 1.094
41 H 0.0845 -2.1800 -1.4278  C5 1.096
42 H -0.6732 -3.2091 -4.1042  C6 1.095
43 H -0.2471 -4.5523 -3.0657  C6 1.093
44 H -2.5637 -4.2656 -2.8945  C7 1.093
45 H -2.4612 -2.5462 -2.4460  C7 1.095
46 H -1.0059 -4.7139 -0.8078  C8 1.094
47 H -1.5293 -3.1207 -0.2643  C8 1.097
48 H -3.7594 -3.7459 -0.0607  C9 1.097
49 H -3.6805 -5.0348 -1.2393  C9 1.092
50 H -3.4020 -6.5909 0.3200  C10 1.090
51 H -1.8889 -5.8232 0.8370  C10 1.093
52 H -4.1962 -4.3317 1.9102  C11 1.094
53 H -4.3198 -6.0291 2.3433  C11 1.094
54 H -1.6785 -5.7081 3.0008  C12 1.092
55 H -3.0718 -5.4553 4.1073  C12 1.093
56 H -2.2068 -3.0524 2.5259  C13 1.100
57 H -2.9153 -3.2394 4.1172  C13 1.101
58 H -0.6674 -4.4087 4.8323  C14 1.093
59 H -0.8499 -2.6550 4.8098  C14 1.098
60 H 0.3404 -4.1754 2.4670  C15 1.096
61 H 1.3299 -3.4680 3.7799  C15 1.091
62 H -0.3404 -2.1529 1.5873  C16 1.097
63 H -0.2281 -1.3423 3.2035  C16 1.099
64 H 2.0717 -0.8369 2.9131  C17 1.097
65 H 2.3179 -2.0621 1.6776  C17 1.092
66 H 2.1438 0.0983 0.4845  C18 1.092
67 H 0.6609 -0.8133 0.2480  C18 1.099
68 H 1.0335 1.6791 1.8375  C19 1.092
69 H -0.1630 0.5650 2.4437  C19 1.089
70 H -0.2929 0.9388 -0.5688  C20 1.092
71 H -0.4186 2.4280 0.3298  C20 1.096
72 H -1.7860 -0.4482 2.1478  C22 1.084
73 H -4.0662 -0.6353 2.4895  N23 1.021
74 H -5.0931 2.2672 -0.1004  C25 1.086
75 O 5.7302 -5.7356 -0.3685  C76 1.202
76 C 6.8233 -5.2446 -0.4639  O75 1.202, O77 1.343, C80 1.510
77 O 7.7665 -5.5741 0.4341  C76 1.343, C78 1.432
78 C 9.1328 -5.1567 0.3424  O77 1.432, C79 1.515, H81 1.091, H82 1.089
79 C 9.3282 -3.7524 0.8753  C78 1.515, H83 1.090, H84 1.090, H85 1.090
80 C 7.1312 -4.2159 -1.5254  C76 1.510, H86 1.090, H87 1.088, H88 1.087
81 H 9.5032 -5.2727 -0.6776  C78 1.091
82 H 9.6931 -5.8590 0.9570  C78 1.089
83 H 8.7602 -3.0178 0.3035  C79 1.090
84 H 10.3813 -3.4722 0.8411  C79 1.090
85 H 8.9813 -3.6885 1.9071  C79 1.090
86 H 6.7266 -3.2541 -1.2114  C80 1.090
87 H 6.6457 -4.5235 -2.4493  C80 1.088
88 H 8.1891 -4.1031 -1.7481  C80 1.087
89 O 1.9628 9.0520 -3.7948  C90 1.197
90 C 1.1689 8.8623 -2.9194  O89 1.197, O91 1.351, C94 1.512
91 O 1.5870 8.3084 -1.7603  C90 1.351, C92 1.427
92 C 0.7531 8.1600 -0.6120  O91 1.427, C93 1.515, H95 1.091, H96 1.089
93 C -0.1230 6.9287 -0.7177  C92 1.515, H97 1.091, H98 1.092, H99 1.092
94 C -0.3006 9.1640 -3.1097  C90 1.512, H100 1.090, H101 1.088, H102 1.089
95 H 0.1768 9.0688 -0.4306  C92 1.091
96 H 1.4320 8.0506 0.2321  C92 1.089
97 H -0.8007 6.9854 -1.5712  C93 1.091
98 H -0.7210 6.8035 0.1879  C93 1.092
99 H 0.4921 6.0383 -0.8611  C93 1.092
100 H -0.7517 8.3610 -3.6922  C94 1.090
101 H -0.3874 10.0977 -3.6608  C94 1.088
102 H -0.8567 9.2921 -2.1827  C94 1.089
103 O -3.5541 7.6319 1.1151  C104 1.203
104 C -3.8685 7.9192 -0.0096  O103 1.203, O105 1.341, C108 1.509
105 O -4.2352 9.1787 -0.2879  C104 1.341, C106 1.433
106 C -4.4995 9.6581 -1.6122  O105 1.433, C107 1.514, H109 1.092, H110 1.089
107 C -5.9008 9.3086 -2.0670  C106 1.514, H111 1.091, H112 1.090, H113 1.090
108 C -3.9204 6.8678 -1.0910  C104 1.509, H114 1.089, H115 1.084, H116 1.088
109 H -3.7338 9.3087 -2.3084  C106 1.092
110 H -4.3958 10.7402 -1.5553  C106 1.089
111 H -6.0574 8.2302 -2.1114  C107 1.091
112 H -6.0976 9.7234 -3.0559  C107 1.090
113 H -6.6352 9.7071 -1.3668  C107 1.090
114 H -4.8375 6.2904 -0.9813  C108 1.089
115 H -3.0660 6.2131 -0.9597  C108 1.084
116 H -3.8620 7.2571 -2.1049  C108 1.088

Atomic partial charges in e from the Löwdin method, atoms 1 to 8: number 1, C, carries -0.0957; number 2, C, carries -0.2494; number 3, C, carries -0.2166; number 4, C, carries -0.1861; number 5, C, carries -0.1891; number 6, C, carries -0.2007; number 7, C, carries -0.2025; number 8, C, carries -0.2108

Record 3
Below is a 2-piece molecular cluster, C2H7N overall in a non-equilibrium geometry, with properties calculated with ωB97M-V/def2-TZVPD.

Computed properties:
SMILES ... C=N.C
Energy relative to the best compared isomer or geometry (same formula, charge and spin) ... 20.58 kcal/mol

Last columns: bonded neighbours and bond lengths (Å).
Element x y z (Å)
1 C 1.3055 -0.7268 0.8457  H2 1.082, H3 1.088, H4 1.087, H5 1.088
2 H 0.6247 -1.3803 0.3156  C1 1.082
3 H 1.0891 -0.7232 1.9119  C1 1.088
4 H 2.3244 -1.0636 0.6721  C1 1.087
5 H 1.1911 0.2932 0.4856  C1 1.088
6 C -1.0443 0.5595 -1.0974  N7 1.270, H8 1.086, H9 1.084
7 N -1.4995 1.5388 -0.4283  C6 1.270, H10 1.022
8 H -0.2599 0.7504 -1.8242  C6 1.086
9 H -1.5309 -0.4093 -1.0933  C6 1.084
10 H -2.2002 1.1613 0.2123  N7 1.022

Atomic partial charges in e from the Löwdin method, atoms 1 to 8: number 1, C, carries -0.0506; number 2, H, carries 0.0053; number 3, H, carries 0.0201; number 4, H, carries 0.0169; number 5, H, carries 0.0040; number 6, C, carries -0.1719; number 7, N, carries 0.0185; number 8, H, carries 0.0608